[1]
A 9-piece molecular cluster, C24H52ClN6O13 overall, computed with the ωB97M-V functional and the def2-TZVPD basis.

Values from the calculation:
frontier orbital gap	8.0070	eV
total charge	-1
2S+1	1
E_LUMO	1.927	eV

Geometry (Å):
Cl (0.073, 0.215, -1.480)
O (-0.401, -0.479, -2.644)
O (-0.999, 0.605, -0.663)
O (0.888, -0.770, -0.838)
O (0.962, 1.278, -1.820)
O (2.863, -7.020, -4.937)
C (2.126, -6.163, -4.524)
N (2.071, -4.987, -5.109)
C (1.107, -6.507, -3.384)
H (1.497, -4.297, -4.646)
H (2.655, -4.654, -5.862)
H (1.509, -7.242, -2.687)
H (0.151, -6.843, -3.785)
H (0.889, -5.638, -2.764)
O (-5.553, 3.926, 5.444)
C (-4.819, 3.584, 4.494)
N (-4.095, 2.508, 4.590)
C (-4.551, 4.497, 3.340)
H (-4.134, 2.090, 5.509)
H (-3.471, 2.117, 3.898)
H (-4.578, 3.893, 2.433)
H (-3.528, 4.873, 3.383)
H (-5.409, 5.169, 3.333)
O (7.047, 3.891, -5.664)
C (5.983, 3.759, -5.031)
N (5.344, 2.594, -5.036)
C (5.364, 4.983, -4.306)
H (5.858, 1.817, -5.426)
H (4.400, 2.472, -4.698)
H (4.366, 5.267, -4.638)
H (5.990, 5.846, -4.533)
H (5.420, 4.869, -3.223)
O (-3.959, 4.657, -7.219)
C (-2.906, 4.516, -7.782)
N (-2.680, 4.726, -9.100)
C (-1.694, 3.966, -6.961)
H (-1.924, 4.180, -9.489)
H (-3.516, 4.925, -9.632)
H (-1.212, 3.067, -7.345)
H (-2.067, 3.799, -5.951)
H (-0.951, 4.751, -6.822)
O (-7.887, -2.064, -5.819)
C (-6.878, -1.553, -5.470)
N (-5.678, -2.165, -5.520)
C (-6.777, -0.253, -4.752)
H (-5.644, -3.148, -5.747)
H (-4.849, -1.605, -5.384)
H (-5.839, 0.301, -4.713)
H (-7.081, -0.299, -3.707)
H (-7.512, 0.380, -5.249)
C (0.837, 2.369, 9.946)
C (0.852, 1.713, 8.590)
N (1.919, 2.141, 7.648)
C (1.803, 1.315, 6.377)
C (2.292, -0.172, 6.524)
C (1.858, 3.507, 7.280)
C (3.143, 4.007, 6.567)
H (0.054, 1.918, 10.555)
H (0.605, 3.424, 9.797)
H (1.752, 2.168, 10.502)
H (0.912, 0.628, 8.669)
H (-0.104, 1.779, 8.071)
H (0.772, 1.353, 6.025)
H (2.419, 1.717, 5.573)
H (3.348, -0.096, 6.781)
H (1.906, -0.842, 7.293)
H (2.265, -0.673, 5.557)
H (1.700, 4.147, 8.148)
H (0.980, 3.712, 6.667)
H (3.977, 3.856, 7.252)
H (3.143, 5.078, 6.365)
H (3.375, 3.580, 5.591)
O (-7.757, -3.687, 0.881)
C (-7.034, -4.622, 0.573)
O (-7.457, -5.724, -0.057)
C (-6.419, -6.621, -0.313)
C (-5.163, -5.709, -0.336)
C (-5.524, -4.689, 0.737)
H (-6.411, -7.170, -1.254)
H (-6.467, -7.348, 0.498)
H (-5.011, -5.393, -1.368)
H (-4.292, -6.224, 0.068)
H (-4.962, -3.756, 0.710)
H (-5.303, -5.192, 1.679)
O (6.526, -4.578, 0.537)
C (6.830, -3.396, 0.393)
O (7.095, -2.566, 1.476)
C (7.334, -1.254, 1.055)
C (7.499, -1.343, -0.458)
C (6.913, -2.658, -0.917)
H (8.204, -0.876, 1.592)
H (6.604, -0.476, 1.276)
H (8.528, -1.219, -0.795)
H (6.835, -0.584, -0.870)
H (7.701, -2.983, -1.597)
H (5.947, -2.396, -1.348)


[2]
A 2-piece molecular cluster, C24H52N2O9P overall, computed with the ωB97M-V functional and the def2-TZVPD basis.

Values from the calculation:
frontier orbital gap	8.7616	eV
total charge	+1
2S+1	1
E_LUMO	-2.441	eV

Geometry (Å):
C (-1.783, 2.812, 0.969)
C (-0.772, 2.874, 2.212)
O (0.621, 3.113, 1.791)
P (1.647, 3.189, 3.138)
O (1.060, 2.435, 4.357)
C (3.408, 2.608, 2.821)
C (3.598, 1.048, 2.594)
C (3.156, 0.503, 1.126)
C (3.342, 1.617, -0.028)
C (4.813, 2.170, -0.259)
O (5.877, 1.543, 0.481)
C (1.563, 0.168, 1.070)
O (0.925, 0.140, 2.363)
C (0.231, -1.112, 2.536)
O (3.986, -0.679, 0.951)
C (3.849, -1.318, -0.292)
O (3.136, -2.361, -0.319)
C (4.570, -0.947, -1.663)
C (3.520, -0.711, -2.877)
O (3.864, 0.191, -3.693)
N (2.257, -1.440, -3.013)
C (1.103, -0.724, -2.406)
C (2.003, -1.910, -4.404)
O (1.750, 4.828, 3.614)
C (1.197, 5.738, 2.628)
C (2.089, 5.864, 1.277)
H (-1.274, 2.619, -0.035)
H (-2.372, 3.789, 0.968)
H (-2.552, 1.986, 1.202)
H (-0.893, 1.906, 2.797)
H (-1.023, 3.726, 2.943)
H (3.858, 3.289, 2.029)
H (3.982, 2.862, 3.791)
H (4.735, 0.849, 2.631)
H (3.177, 0.402, 3.441)
H (2.960, 1.180, -1.009)
H (2.663, 2.517, 0.209)
H (4.808, 3.299, -0.033)
H (5.091, 2.088, -1.378)
H (6.422, 2.225, 0.938)
H (1.331, -0.815, 0.549)
H (1.023, 0.984, 0.454)
H (-0.504, -0.967, 3.414)
H (-0.436, -1.389, 1.635)
H (0.938, -1.971, 2.819)
H (5.334, -0.112, -1.599)
H (5.156, -1.890, -1.978)
H (0.708, -1.329, -1.503)
H (0.198, -0.618, -3.108)
H (1.333, 0.325, -2.025)
H (2.357, -3.006, -4.473)
H (2.480, -1.280, -5.222)
H (0.878, -1.956, -4.652)
H (0.086, 5.565, 2.403)
H (1.242, 6.786, 3.109)
H (1.352, 5.722, 0.401)
H (2.836, 5.002, 1.177)
H (2.563, 6.888, 1.148)
C (-2.816, -0.545, -1.258)
C (-4.110, -1.318, -1.449)
N (-3.929, -2.778, -1.878)
C (-3.354, -2.771, -3.299)
C (-5.301, -3.454, -2.023)
C (-6.089, -3.659, -0.741)
C (-2.928, -3.591, -1.034)
C (-3.149, -3.678, 0.479)
O (-3.015, -2.413, 1.100)
C (-4.037, -2.089, 2.035)
H (-2.245, -0.451, -2.179)
H (-3.059, 0.469, -0.926)
H (-2.161, -0.974, -0.501)
H (-4.704, -0.839, -2.229)
H (-4.704, -1.315, -0.540)
H (-4.030, -2.206, -3.944)
H (-3.275, -3.803, -3.643)
H (-2.369, -2.310, -3.283)
H (-5.140, -4.413, -2.519)
H (-5.881, -2.817, -2.699)
H (-5.762, -4.566, -0.225)
H (-7.145, -3.811, -1.000)
H (-6.062, -2.814, -0.060)
H (-1.950, -3.138, -1.219)
H (-2.924, -4.597, -1.461)
H (-2.349, -4.311, 0.877)
H (-4.073, -4.185, 0.747)
H (-4.593, -2.962, 2.386)
H (-4.728, -1.378, 1.578)
H (-3.586, -1.595, 2.893)


[3]
A 13-piece molecular cluster, C24H52NO48S12 overall, computed with the ωB97M-V functional and the def2-TZVPD basis.

Values from the calculation:
frontier orbital gap	10.1782	eV
total charge	+1
2S+1	1
E_LUMO	-1.777	eV

Geometry (Å):
N (0.283, -0.390, -0.554)
H (0.535, -0.946, -1.358)
H (-0.530, 0.182, -0.734)
H (1.131, 0.125, -0.364)
H (0.206, -1.075, 0.184)
C (-3.583, -2.779, -0.996)
C (-4.903, -2.054, -1.183)
O (-4.567, -0.853, -1.628)
S (-3.146, -0.880, -2.581)
O (-2.207, 0.163, -2.112)
O (-3.463, -1.092, -3.983)
O (-2.666, -2.330, -2.000)
H (-3.729, -3.853, -0.882)
H (-3.248, -2.302, -0.076)
H (-5.409, -2.026, -0.218)
H (-5.508, -2.634, -1.879)
C (-5.883, -0.119, 2.936)
C (-5.891, -0.772, 4.309)
O (-4.457, -1.049, 4.331)
S (-3.597, 0.312, 3.959)
O (-2.186, -0.018, 3.578)
O (-3.744, 1.407, 4.885)
O (-4.594, 0.508, 2.709)
H (-6.717, 0.560, 2.758)
H (-5.977, -0.901, 2.182)
H (-6.355, -1.756, 4.246)
H (-6.100, -0.097, 5.139)
C (-3.731, 5.197, 1.891)
C (-4.066, 3.692, 1.934)
O (-5.234, 3.491, 1.228)
S (-6.178, 4.860, 1.227)
O (-6.939, 4.893, 2.469)
O (-6.814, 4.985, -0.070)
O (-4.823, 5.819, 1.344)
H (-2.850, 5.536, 1.346)
H (-3.634, 5.525, 2.926)
H (-4.113, 3.384, 2.979)
H (-3.322, 3.081, 1.424)
C (0.798, -2.860, -3.921)
C (0.374, -1.995, -5.164)
O (1.427, -1.015, -5.278)
S (1.811, -0.531, -3.780)
O (0.948, 0.564, -3.304)
O (3.251, -0.184, -3.686)
O (1.328, -1.952, -3.010)
H (1.602, -3.530, -4.228)
H (-0.071, -3.442, -3.615)
H (-0.661, -1.657, -5.216)
H (0.543, -2.580, -6.068)
C (1.496, 4.656, -2.834)
C (2.458, 4.168, -1.812)
O (1.735, 3.976, -0.612)
S (0.086, 3.939, -0.870)
O (-0.749, 4.597, 0.153)
O (-0.313, 2.566, -1.235)
O (0.334, 4.954, -2.158)
H (1.389, 3.752, -3.434)
H (2.036, 5.473, -3.312)
H (3.229, 4.917, -1.628)
H (2.816, 3.190, -2.136)
C (2.911, 4.456, 2.659)
C (1.672, 5.274, 2.789)
O (0.515, 4.310, 3.054)
S (0.994, 2.769, 3.065)
O (0.751, 2.045, 1.828)
O (0.510, 2.147, 4.290)
O (2.572, 3.235, 3.249)
H (3.661, 4.870, 3.333)
H (3.274, 4.306, 1.642)
H (1.566, 5.535, 1.736)
H (1.665, 6.220, 3.330)
C (0.869, -6.532, 0.762)
C (0.643, -6.739, -0.721)
O (0.532, -5.555, -1.391)
S (0.889, -4.259, -0.470)
O (-0.236, -3.303, -0.402)
O (2.115, -3.797, -1.102)
O (1.066, -5.157, 0.884)
H (1.615, -7.292, 0.996)
H (-0.024, -6.673, 1.370)
H (-0.323, -7.186, -0.956)
H (1.445, -7.385, -1.078)
C (4.724, -3.048, -3.260)
C (5.089, -4.322, -2.423)
O (6.521, -4.339, -2.496)
S (7.140, -2.746, -2.383)
O (8.494, -2.632, -2.948)
O (6.857, -2.230, -0.999)
O (5.894, -2.303, -3.387)
H (4.103, -2.318, -2.741)
H (4.103, -3.268, -4.128)
H (4.698, -5.263, -2.808)
H (4.817, -4.084, -1.395)
C (-2.919, -4.999, 4.665)
C (-3.190, -6.288, 3.870)
O (-4.021, -5.832, 2.748)
S (-3.867, -4.222, 2.436)
O (-5.129, -3.726, 1.945)
O (-2.620, -4.014, 1.724)
O (-3.612, -3.955, 4.045)
H (-1.856, -4.765, 4.729)
H (-3.275, -4.846, 5.683)
H (-3.844, -6.927, 4.463)
H (-2.300, -6.816, 3.529)
C (4.807, -1.797, 3.679)
C (4.506, -0.366, 3.410)
O (3.870, -0.221, 2.188)
S (3.196, -1.677, 1.631)
O (3.834, -2.220, 0.444)
O (1.671, -1.694, 1.625)
O (3.734, -2.498, 2.976)
H (4.614, -2.066, 4.718)
H (5.770, -2.172, 3.331)
H (5.311, 0.359, 3.287)
H (3.780, 0.032, 4.120)
C (-5.284, 5.917, -2.867)
C (-4.068, 6.215, -1.878)
O (-3.225, 5.035, -1.694)
S (-3.739, 3.741, -2.603)
O (-4.054, 2.715, -1.614)
O (-2.844, 3.488, -3.722)
O (-5.156, 4.485, -3.112)
H (-5.146, 6.313, -3.874)
H (-6.312, 6.014, -2.516)
H (-4.636, 6.452, -0.979)
H (-3.421, 7.075, -2.054)
C (7.420, 1.207, -1.032)
C (6.936, 1.199, -2.503)
O (5.564, 1.493, -2.529)
S (4.932, 1.813, -1.022)
O (3.695, 1.058, -0.766)
O (4.957, 3.237, -0.743)
O (6.180, 1.094, -0.319)
H (7.964, 2.055, -0.615)
H (8.064, 0.379, -0.735)
H (7.203, 0.309, -3.072)
H (7.528, 1.878, -3.116)


[4]
A 7-piece molecular cluster, C24H53B2O16S6 overall, computed with the ωB97M-V functional and the def2-TZVPD basis.

Values from the calculation:
frontier orbital gap	5.6504	eV
total charge	-1
2S+1	1
E_LUMO	1.507	eV

Geometry (Å):
O (3.596, 1.408, -4.820)
B (3.452, 0.880, -6.207)
O (2.231, 1.471, -6.884)
B (1.167, 1.783, -6.129)
O (0.746, 3.149, -6.002)
O (0.347, 0.848, -5.509)
H (3.797, 2.344, -4.854)
H (3.352, -0.363, -6.131)
H (4.453, 1.137, -6.892)
H (1.457, 3.622, -5.571)
H (-0.021, 1.202, -4.693)
C (-1.586, 4.156, -0.628)
C (-1.481, 2.994, 0.371)
C (-1.175, 1.730, -0.437)
S (-0.299, 2.259, -1.907)
O (-1.124, 1.966, -3.058)
O (1.065, 1.803, -1.847)
C (-0.383, 4.017, -1.568)
H (-1.597, 5.123, -0.130)
H (-2.508, 4.059, -1.207)
H (-0.670, 3.185, 1.067)
H (-2.385, 2.829, 0.946)
H (-0.534, 1.034, 0.103)
H (-2.086, 1.226, -0.759)
H (-0.492, 4.546, -2.513)
H (0.546, 4.297, -1.079)
C (-3.118, -0.319, 5.013)
C (-1.818, -0.857, 4.388)
C (-1.592, -0.091, 3.081)
S (-2.370, 1.498, 3.298)
O (-3.479, 1.588, 2.375)
O (-1.347, 2.515, 3.368)
C (-3.029, 1.211, 4.935)
H (-3.246, -0.657, 6.037)
H (-3.971, -0.668, 4.433)
H (-0.983, -0.682, 5.070)
H (-1.873, -1.928, 4.203)
H (-0.542, 0.068, 2.857)
H (-2.080, -0.568, 2.237)
H (-3.986, 1.717, 5.034)
H (-2.316, 1.613, 5.653)
C (3.049, -4.256, -5.847)
C (2.835, -3.034, -4.940)
C (4.207, -2.585, -4.431)
S (5.390, -3.069, -5.697)
O (6.283, -4.074, -5.158)
O (5.874, -1.890, -6.340)
C (4.202, -3.878, -6.769)
H (2.152, -4.502, -6.414)
H (3.320, -5.129, -5.248)
H (2.383, -2.223, -5.514)
H (2.167, -3.267, -4.111)
H (4.270, -1.503, -4.309)
H (4.492, -3.091, -3.508)
H (4.682, -4.724, -7.256)
H (3.891, -3.140, -7.508)
C (1.295, -1.716, -1.456)
C (1.823, -3.143, -1.245)
C (1.135, -3.714, 0.004)
S (-0.459, -2.882, 0.111)
O (-0.477, -2.066, 1.307)
O (-1.527, -3.818, -0.139)
C (-0.219, -1.812, -1.304)
H (1.566, -1.311, -2.430)
H (1.704, -1.049, -0.695)
H (1.574, -3.757, -2.112)
H (2.906, -3.158, -1.133)
H (0.958, -4.785, -0.057)
H (1.685, -3.481, 0.914)
H (-0.702, -0.858, -1.114)
H (-0.680, -2.299, -2.163)
C (4.027, 6.956, 1.602)
C (4.267, 5.641, 2.358)
C (2.914, 5.173, 2.908)
S (1.667, 5.826, 1.786)
O (0.851, 6.779, 2.493)
O (1.067, 4.744, 1.049)
C (2.804, 6.713, 0.724)
H (4.891, 7.245, 1.007)
H (3.820, 7.761, 2.311)
H (4.663, 4.893, 1.669)
H (4.992, 5.763, 3.162)
H (2.818, 4.091, 2.931)
H (2.706, 5.584, 3.894)
H (2.321, 7.621, 0.371)
H (3.040, 6.062, -0.118)
C (-6.543, -4.635, 4.185)
C (-6.098, -5.794, 5.089)
C (-5.130, -5.218, 6.128)
S (-5.604, -3.494, 6.352)
O (-4.531, -2.654, 5.880)
O (-6.161, -3.301, 7.665)
C (-6.907, -3.489, 5.123)
H (-7.386, -4.913, 3.554)
H (-5.720, -4.335, 3.534)
H (-6.969, -6.221, 5.591)
H (-5.626, -6.592, 4.517)
H (-5.194, -5.717, 7.092)
H (-4.101, -5.226, 5.775)
H (-6.935, -2.515, 4.642)
H (-7.845, -3.678, 5.645)


The highest E_LUMO belongs to which entry? C24H52ClN6O13